No. 1
ORCA calculation (ωB97M-V/def2-TZVPD) on one molecule with the formula C5H8BF3N2O3 at a distorted geometry.

Structure (XYZ):
```
22
C5H8BF3N2O3 | OMol25 | ωB97M-V/def2-TZVPD
B 1.709 -0.484 -2.904
C -0.190 0.550 -0.482
C -0.459 1.003 0.911
C 0.111 -0.650 -1.005
C -1.245 1.539 2.995
C 0.004 -1.994 -0.252
N -2.464 0.138 1.576
N -1.433 0.818 1.758
O 2.849 -0.215 -2.208
O 1.670 -0.352 -4.313
O 0.474 -0.788 -2.331
F 0.861 -2.868 -0.805
F 0.336 -1.784 1.005
F -1.198 -2.548 -0.217
H -0.100 1.295 -1.361
H 0.342 1.513 1.379
H -0.962 2.696 2.840
H -2.187 1.702 3.528
H -0.590 1.029 3.666
H -3.139 0.186 2.318
H 3.082 -0.583 -1.387
H 2.531 -0.201 -4.711
```

**HOMO-LUMO gap (spin up / spin down)**: 8.30 / 8.30 eV
**HOMO (spin up / spin down)**: -7.860 / -7.860 eV
**Total charge**: 0
**Relative energy (zero: lowest compared OMol25 entry of this formula, charge and spin)**: 127.19 kJ/mol
**F_max**: 4.2 eV/Å
**Energy**: -23266.6516 eV

***

No. 2
ORCA calculation (ωB97M-V/def2-TZVPD) on C20H22N4O3PSn as an isolated structure.

Structure (XYZ):
```
51
C20H22N4O3PSn | OMol25 | ωB97M-V/def2-TZVPD
Sn 0.455 -0.128 -0.781
O -2.554 -2.692 0.980
C -1.583 -2.197 0.469
N -1.491 -0.943 -0.140
C -2.671 -0.211 -0.302
O -3.747 -0.448 0.181
C -2.552 0.976 -1.239
C -3.673 1.751 -1.490
C -3.565 2.795 -2.393
C -2.343 3.032 -3.010
C -1.272 2.225 -2.683
N -1.378 1.213 -1.818
C -0.306 -3.014 0.424
C -0.280 -4.265 1.019
C 0.897 -4.992 0.972
C 2.011 -4.439 0.350
C 1.899 -3.179 -0.204
N 0.756 -2.493 -0.179
H -4.596 1.508 -0.983
H -4.423 3.415 -2.618
H -2.219 3.830 -3.731
H -0.293 2.381 -3.124
H -1.177 -4.633 1.497
H 0.950 -5.978 1.416
H 2.948 -4.977 0.293
H 2.741 -2.696 -0.687
C 3.381 1.210 2.947
P 2.249 -0.139 2.621
C 3.083 -1.639 3.132
C 0.839 0.072 3.705
O 1.837 -0.189 1.170
H 3.661 1.246 4.001
H 2.905 2.150 2.662
H 4.277 1.067 2.340
H 3.347 -1.593 4.190
H 3.989 -1.760 2.537
H 2.425 -2.492 2.956
H 1.134 0.113 4.754
H 0.158 -0.766 3.552
H 0.326 0.996 3.434
C 2.282 5.008 -0.186
C 3.045 3.851 -0.235
C 2.394 2.630 -0.264
N 1.064 2.516 -0.245
C 0.336 3.635 -0.185
C 0.901 4.898 -0.158
H 2.758 5.980 -0.171
H 4.127 3.891 -0.254
H 2.949 1.698 -0.309
H -0.741 3.510 -0.155
H 0.268 5.775 -0.117
```

**HOMO-LUMO gap**: 8.67 eV
**HOMO**: -11.344 eV
**Total charge**: +1
**Relative energy (zero: lowest compared OMol25 entry of this formula, charge and spin)**: 41.05 kJ/mol
**F_max**: 0.9 eV/Å
**Energy**: -48318.1379 eV

***

No. 3
ORCA calculation (ωB97M-V/def2-TZVPD) on a 2-piece molecular cluster, C41H53N3O4 overall at a distorted geometry.

Structure (XYZ):
```
101
C41H53N3O4 | OMol25 | ωB97M-V/def2-TZVPD
C -8.500 2.626 2.025
C -7.276 1.739 1.937
O -6.097 2.496 1.800
C -5.022 1.775 2.238
C -3.731 2.462 2.279
C -2.799 2.070 3.138
C -1.492 2.724 3.206
O -1.051 3.304 2.232
O -0.847 2.659 4.410
C 0.306 3.459 4.363
C 1.085 3.437 5.662
O -5.094 0.629 2.637
H -9.415 2.058 2.205
H -8.384 3.348 2.835
H -8.625 3.199 1.106
H -7.160 1.126 2.843
H -7.318 1.047 1.085
H -3.544 3.298 1.626
H -3.012 1.255 3.811
H 0.907 3.111 3.511
H -0.039 4.473 4.116
H 1.967 4.078 5.624
H 0.457 3.766 6.489
H 1.412 2.425 5.900
C -0.389 -2.309 -4.474
C -1.290 -1.325 -3.737
C -2.763 -1.552 -4.087
C -0.834 0.099 -3.973
C -1.161 0.814 -5.111
C -0.690 2.101 -5.293
C 0.124 2.685 -4.343
C 0.484 1.990 -3.202
C 1.392 2.586 -2.149
C 0.757 3.811 -1.496
C 2.777 2.902 -2.710
C 0.005 0.690 -3.025
N 0.384 -0.054 -1.849
N 1.368 -0.946 -1.831
N 1.393 -1.421 -0.608
C 2.462 -2.257 -0.118
C 3.572 -1.668 0.493
C 3.647 -0.157 0.556
C 4.339 0.397 -0.686
C 4.311 0.363 1.834
C 4.603 -2.481 0.930
C 4.526 -3.853 0.785
C 3.428 -4.427 0.176
C 2.386 -3.641 -0.282
C 1.216 -4.219 -1.045
C 0.616 -5.459 -0.373
C 1.622 -4.528 -2.483
C 0.408 -0.843 0.241
C 0.205 -1.114 1.641
C -0.074 -0.076 2.544
C -0.288 -0.345 3.873
C -0.236 -1.645 4.344
C 0.048 -2.684 3.475
C 0.274 -2.424 2.146
C -0.258 0.087 -0.588
C -1.329 0.873 -0.311
H 0.654 -2.181 -4.183
H -0.682 -3.340 -4.274
H -0.452 -2.145 -5.550
H -1.178 -1.505 -2.652
H -3.411 -0.811 -3.613
H -2.913 -1.492 -5.166
H -3.101 -2.539 -3.763
H -1.778 0.356 -5.865
H -0.950 2.645 -6.187
H 0.500 3.683 -4.493
H 1.514 1.810 -1.372
H -0.214 3.572 -1.059
H 1.389 4.210 -0.702
H 0.604 4.600 -2.233
H 3.239 2.020 -3.156
H 2.713 3.666 -3.485
H 3.444 3.277 -1.931
H 2.604 0.204 0.556
H 3.826 0.082 -1.595
H 4.378 1.488 -0.665
H 5.363 0.026 -0.745
H 3.872 -0.085 2.728
H 5.379 0.137 1.830
H 4.204 1.446 1.925
H 5.480 -2.037 1.367
H 5.340 -4.474 1.120
H 3.384 -5.494 0.037
H 0.439 -3.432 -1.064
H 0.448 -5.310 0.695
H -0.342 -5.729 -0.823
H 1.284 -6.315 -0.488
H 2.045 -3.650 -2.974
H 2.386 -5.306 -2.496
H 0.774 -4.883 -3.070
H -0.087 0.936 2.182
H -0.496 0.466 4.553
H -0.419 -1.848 5.386
H 0.079 -3.699 3.838
H 0.479 -3.230 1.468
H -1.795 0.860 0.651
H -1.767 1.483 -1.075
```

**HOMO-LUMO gap**: 5.82 eV
**HOMO**: -5.905 eV
**Total charge**: 0
**Relative energy (zero: lowest compared OMol25 entry of this formula, charge and spin)**: 5.43 kJ/mol
**F_max**: 2.7 eV/Å
**Energy**: -56036.0398 eV

***

No. 4
ORCA calculation (ωB97M-V/def2-TZVPD) on C21H30CaCl2N5O4 as an isolated structure.

Structure (XYZ):
```
63
C21H30CaCl2N5O4 | OMol25 | ωB97M-V/def2-TZVPD
Ca -0.560 0.618 -0.292
N 1.301 1.570 -1.827
C 0.712 1.374 -3.177
C -0.745 1.905 -3.168
O -1.037 2.859 -3.906
N -1.511 1.248 -2.303
C -2.874 1.725 -2.081
C -3.377 1.431 -0.631
O -4.553 1.120 -0.427
O -2.485 1.550 0.288
H 1.329 2.565 -1.626
H 2.253 1.222 -1.790
H 0.707 0.303 -3.384
H 1.255 1.894 -3.969
H -3.586 1.277 -2.784
H -2.940 2.811 -2.233
Cl -2.468 0.654 3.648
C -3.365 -0.385 2.509
Cl -2.312 -1.535 1.671
H -3.813 0.254 1.752
H -4.069 -0.961 3.096
O 0.872 -0.580 0.808
C 1.325 -0.704 2.108
C 2.580 0.139 2.339
C 2.476 1.533 1.718
C 1.301 2.351 2.191
C 1.205 2.725 3.529
C 0.154 3.520 3.941
C -0.777 3.930 3.000
C -0.621 3.502 1.695
N 0.389 2.727 1.284
H 1.465 -1.766 -0.177
H 1.565 -1.751 2.370
H 0.548 -0.387 2.828
H 3.450 -0.355 1.895
H 2.779 0.215 3.416
H 2.395 1.440 0.635
H 3.393 2.095 1.927
H 1.960 2.385 4.226
H 0.056 3.817 4.978
H -1.628 4.542 3.261
H -1.350 3.758 0.938
C 0.169 -4.212 -0.017
C 1.430 -3.837 -0.718
C 2.294 -4.582 -1.480
C 3.335 -3.709 -1.919
C 3.058 -2.466 -1.406
C 3.770 -1.160 -1.523
N 1.909 -2.561 -0.672
H 0.066 -5.298 -0.011
H -0.713 -3.786 -0.500
H 0.167 -3.870 1.021
H 2.185 -5.634 -1.693
H 4.184 -3.961 -2.535
H 4.851 -1.290 -1.432
H 3.455 -0.482 -0.726
H 3.579 -0.660 -2.477
C -4.680 -1.463 -2.120
C -3.252 -1.652 -1.862
N -2.126 -1.764 -1.674
H -4.849 -1.425 -3.194
H -4.987 -0.527 -1.646
H -5.240 -2.294 -1.693
```

**HOMO-LUMO gap**: 7.46 eV
**HOMO**: -4.823 eV
**Total charge**: -1
**Relative energy (zero: lowest compared OMol25 entry of this formula, charge and spin)**: 19.28 kJ/mol
**F_max**: 0.9 eV/Å
**Energy**: -81394.8413 eV

***

Question: Which of these has the lowest relative energy (zero: lowest compared OMol25 entry of this formula, charge and spin)?
Answer: C41H53N3O4